Density functional theory data (ωB97M-V with the def2-TZVPD basis set) for the molecule C4H4ClF in a non-equilibrium geometry.

Results
SMILES string = FCC#CCCl
frontier orbital gap = 11.295 eV
ΔE to the lowest compared entry with this formula, charge and spin = 106.1 kJ/mol
strongest force on any atom = 2.889 eV Å⁻¹
HOMO = -10.5 eV
total energy = -714.78748 Eh
LUMO = 0.8 eV

Last column: natural (NBO) charge in e.
CARTESIAN COORDINATES (ANGSTROEM)
F1 2.26 1.86 0.15  -0.36
C1 1.63 0.91 0.98  -0.01
C2 0.45 0.33 0.24  -0.01
C3 -0.42 -0.26 -0.32  -0.03
C4 -1.51 -0.98 -0.96  -0.44
Cl1 -3.12 -0.33 -0.54  -0.06
H1 1.33 1.33 1.99  0.20
H2 2.48 0.12 1.11  0.20
H3 -1.65 -2.07 -0.61  0.25
H4 -1.44 -0.90 -2.03  0.25